[1]
Density functional theory data (ωB97M-V/def2-TZVPD) for a molecular structure, C16H33N9O2Pd.

Last column: Löwdin charge in e.
Element x y z (Å)
Pd1 0.1599 0.4684 0.1530  1.01
C1 4.6460 0.0617 -1.2710  -0.02
N1 3.7177 0.7853 -2.1348  -0.14
C2 4.3150 1.8070 -2.9966  -0.01
C3 2.4083 0.7779 -1.8063  -0.38
N2 1.9175 0.1727 -0.7738  0.04
N3 1.5690 1.4596 -2.6825  0.18
C4 0.1939 1.4745 -2.6751  -0.45
N4 -0.3677 1.8159 -3.8500  0.20
N5 -0.4995 1.1697 -1.6250  0.01
H1 5.5785 -0.0765 -1.8098  0.10
H2 4.2559 -0.9283 -1.0406  0.10
H3 4.8529 0.6054 -0.3452  0.11
H4 5.3020 1.4612 -3.2889  0.10
H5 4.4130 2.7645 -2.4821  0.11
H6 3.7674 1.9518 -3.9264  0.08
H7 2.6070 -0.2319 -0.1570  0.06
H8 2.0016 1.7774 -3.5320  0.13
H9 0.1731 1.9761 -4.6813  0.12
H10 -1.3638 1.9273 -3.9244  0.13
H11 -1.4852 1.0480 -1.8228  0.10
O1 0.8423 -1.0134 1.4825  -0.13
C5 0.3691 -2.1364 1.1070  -0.63
O2 -0.3930 -2.3702 0.1691  0.03
C6 0.8114 -3.3184 1.9783  -0.15
N6 0.1562 -4.5425 1.3789  0.09
C7 -0.8058 -5.1038 2.3972  -0.08
C8 -0.2036 -4.6693 3.7212  -0.14
C9 0.3143 -3.2594 3.4310  -0.10
H12 1.8914 -3.4344 1.9145  0.17
H13 0.8424 -5.2389 1.0997  0.19
H14 -0.3267 -4.1734 0.5359  0.15
H15 -0.8936 -6.1772 2.2537  0.14
H16 -1.7703 -4.6356 2.2085  0.14
H17 0.6137 -5.3351 4.0038  0.13
H18 -0.9409 -4.6925 4.5203  0.13
H19 1.1130 -2.9576 4.1029  0.13
H20 -0.4881 -2.5263 3.5214  0.12
C10 -3.5111 4.6102 1.0613  -0.15
C11 -2.9947 3.9885 -0.2173  -0.17
N7 -2.1186 2.8773 0.1259  0.07
C12 -2.2601 2.0668 1.2014  -0.35
N8 -1.4263 1.0454 1.3549  -0.06
C13 -1.5049 0.3258 2.6323  -0.21
C14 -2.9358 0.2061 3.1154  -0.15
C15 -3.4900 1.5953 3.2867  -0.14
N9 -3.2210 2.3916 2.0920  -0.03
C16 -4.1378 3.5198 1.8989  -0.13
H21 -4.2441 5.3866 0.8483  0.13
H22 -2.6823 5.0665 1.6059  0.13
H23 -2.4098 4.7088 -0.7882  0.13
H24 -3.8251 3.6538 -0.8465  0.12
H25 -1.3362 2.6743 -0.4663  0.07
H26 -0.8830 0.8232 3.3846  0.13
H27 -1.0834 -0.6597 2.4867  0.06
H28 -2.9837 -0.3306 4.0629  0.12
H29 -3.5227 -0.3487 2.3792  0.13
H30 -3.0317 2.0850 4.1512  0.14
H31 -4.5685 1.5858 3.4475  0.13
H32 -4.3911 3.8978 2.8893  0.13
H33 -5.0630 3.1577 1.4390  0.14

Cartesian forces (eV/Å) of the 6 atoms listed first:
-0.12 -0.21 -0.20
0.01 0.01 -0.01
-0.05 -0.08 0.00
0.01 -0.03 -0.04
0.01 0.15 -0.02
-0.03 -0.08 0.03

Properties
Net charge: +2
ΔE to the lowest compared entry with this formula, charge and spin, kcal/mol: 18.0
LUMO, eV: -4.91
Kohn-Sham gap, eV: 8.448

[2]
Density functional theory data (ωB97M-V/def2-TZVPD) for a molecular structure, C16H34AlBrClO12.

Last column: Löwdin charge in e.
Element x y z (Å)
Cl1 0.7163 0.5151 0.7973  -0.01
Al1 2.0525 -1.0047 1.6611  -0.57
Br1 2.4258 -0.3289 3.9117  0.03
H1 3.4509 -0.9568 0.8841  -0.15
H2 1.3112 -2.4105 1.6618  -0.15
C1 -1.5796 -6.7330 -2.2269  -0.07
C2 -2.0513 -5.8318 -1.1072  -0.22
O1 -1.1602 -4.7271 -0.9035  0.04
C3 -1.3005 -3.7065 -1.7510  -0.61
O2 -2.1209 -3.6508 -2.6423  0.09
O3 -0.4245 -2.7723 -1.4438  0.01
C4 -0.3799 -1.6440 -2.3303  -0.02
H3 -0.5588 -7.0659 -2.0377  0.08
H4 -2.2246 -7.6109 -2.2893  0.08
H5 -1.6137 -6.2084 -3.1804  0.07
H6 -2.0472 -6.3491 -0.1497  0.12
H7 -3.0535 -5.4503 -1.3027  0.12
H8 -1.3783 -1.2433 -2.4927  0.07
H9 0.0449 -1.9459 -3.2864  0.10
H10 0.2450 -0.9088 -1.8331  0.07
C5 -5.7635 2.4898 1.3369  -0.06
C6 -6.6549 1.9815 0.2272  -0.21
O4 -5.8879 1.3705 -0.8280  0.02
C7 -5.4866 0.1161 -0.5859  -0.61
O5 -5.7728 -0.5383 0.3829  0.13
O6 -4.7314 -0.2742 -1.6041  -0.01
C8 -4.1259 -1.5723 -1.4675  -0.02
H11 -5.0123 3.1726 0.9396  0.08
H12 -6.3646 3.0266 2.0721  0.08
H13 -5.2616 1.6635 1.8374  0.08
H14 -7.1822 2.7933 -0.2706  0.12
H15 -7.3792 1.2568 0.5977  0.12
H16 -4.8740 -2.3208 -1.2165  0.10
H17 -3.3643 -1.5429 -0.6891  0.11
H18 -3.6797 -1.7897 -2.4308  0.08
C9 0.1551 3.6379 -6.7461  -0.07
C10 0.3009 3.9869 -5.2820  -0.21
O7 -0.9704 4.0078 -4.6081  0.03
C11 -1.4428 2.8066 -4.2571  -0.61
O8 -0.8897 1.7534 -4.4508  0.12
O9 -2.6027 2.9770 -3.6376  0.01
C12 -3.1961 1.7617 -3.1464  -0.03
H19 -0.5436 4.3200 -7.2321  0.08
H20 1.1233 3.7239 -7.2411  0.08
H21 -0.2024 2.6162 -6.8614  0.07
H22 0.6838 4.9969 -5.1477  0.12
H23 0.9586 3.2851 -4.7708  0.12
H24 -2.4899 1.2298 -2.5131  0.10
H25 -3.4866 1.1262 -3.9810  0.10
H26 -4.0669 2.0668 -2.5769  0.08
C13 4.8582 1.4893 5.9776  -0.10
C14 5.8314 2.0376 6.9908  -0.20
O10 6.8693 1.0779 7.3116  0.04
C15 7.8789 1.0225 6.4565  -0.62
O11 8.0732 1.7488 5.5153  0.12
O12 8.7017 0.0372 6.8419  0.00
C16 9.8349 -0.1452 5.9907  -0.05
H27 4.4293 0.5473 6.3167  0.06
H28 4.0402 2.1947 5.8308  0.08
H29 5.3304 1.3212 5.0114  0.08
H30 5.3528 2.2210 7.9512  0.12
H31 6.3082 2.9550 6.6474  0.12
H32 10.3763 0.7906 5.8651  0.09
H33 9.5218 -0.5067 5.0124  0.10
H34 10.4502 -0.8860 6.4925  0.09

Cartesian forces (eV/Å) of the 6 atoms listed first:
-0.13 0.08 -0.14
0.12 -0.07 -0.07
0.02 0.01 0.10
-0.02 0.02 0.02
-0.04 -0.05 0.04
0.04 0.01 0.01

Properties
Net charge: -1
LUMO, eV: 2.44
Kohn-Sham gap, eV: 7.902

[3]
Density functional theory data (ωB97M-V/def2-TZVPD) for a molecular structure, C16H34BNO26PS5.

Last column: Löwdin charge in e.
Element x y z (Å)
C1 2.7626 2.6689 0.1809  -0.12
N1 1.5627 2.7642 -0.7324  -0.19
C2 1.9315 3.1254 -2.1556  -0.12
C3 0.4532 3.6239 -0.1728  -0.27
O1 0.4913 4.3623 0.9384  -0.08
C4 -0.9896 3.6250 -1.0003  -0.11
B1 -2.1890 2.7950 -0.2394  -0.66
C5 -1.9150 1.1779 -0.0723  -0.11
C6 -0.7976 0.5595 -1.1021  -0.25
O2 -0.8292 0.7172 -2.4524  -0.06
O3 0.3438 -0.1790 -0.4665  -0.06
P1 -3.8769 2.9382 -1.2111  0.76
O4 -3.7717 2.1660 -2.6226  -0.43
O5 -4.1473 4.6652 -1.4294  -0.27
O6 -5.1704 2.2404 -0.2499  -0.31
H1 3.6000 3.3961 -0.2293  0.09
H2 2.5369 2.7911 1.3219  0.09
H3 3.1888 1.5608 0.0519  0.09
H4 3.0185 2.7448 -2.3901  0.09
H5 1.1984 2.5000 -2.8605  0.10
H6 1.7979 4.2941 -2.3534  0.12
H7 -1.3231 4.7704 -1.0367  0.11
H8 -0.8596 3.3118 -2.1380  0.11
H9 -2.3743 3.2505 0.8343  0.06
H10 -2.9546 0.6174 -0.2463  0.11
H11 -1.6075 0.8914 1.0449  0.11
H12 0.8726 -0.6677 -1.1642  0.09
H13 -3.7554 5.0645 -0.5771  0.07
H14 -5.8836 1.8935 -0.8921  0.10
C7 -6.5030 3.8928 4.4409  -0.19
C8 -5.0952 4.4745 4.5383  -0.18
O7 -4.5506 4.3554 3.2261  -0.19
S1 -5.7553 4.5058 2.1368  0.70
O8 -5.7705 5.8732 1.6667  -0.24
O9 -5.7120 3.3682 1.2477  -0.27
O10 -7.0006 4.3096 3.1706  -0.20
H15 -6.4791 2.7984 4.4550  0.13
H16 -7.1544 4.2520 5.2421  0.13
H17 -4.4741 3.9430 5.2633  0.13
H18 -5.1254 5.5384 4.7961  0.13
C9 2.0568 -5.1824 -2.6695  -0.17
C10 1.1152 -4.0121 -2.3981  -0.16
O11 1.9261 -3.0168 -1.7779  -0.20
S2 3.4424 -3.1247 -2.3692  0.67
O12 3.5882 -2.1414 -3.4194  -0.24
O13 4.3594 -3.2319 -1.2584  -0.24
O14 3.2944 -4.5923 -3.0637  -0.20
H19 2.2322 -5.7663 -1.7602  0.13
H20 1.6805 -5.8409 -3.4569  0.14
H21 0.2817 -4.2902 -1.7486  0.13
H22 0.7248 -3.5955 -3.3326  0.14
C11 3.5002 1.0763 -6.3561  -0.17
C12 4.8027 1.8698 -6.4148  -0.18
O15 4.4040 3.2363 -6.4953  -0.20
S3 3.0069 3.4297 -5.6761  0.68
O16 3.3232 3.9259 -4.3552  -0.26
O17 2.0502 4.0693 -6.5490  -0.23
O18 2.6176 1.8518 -5.5467  -0.19
H23 3.0529 0.9787 -7.3505  0.13
H24 3.6412 0.0827 -5.9223  0.13
H25 5.4185 1.5965 -7.2750  0.13
H26 5.3842 1.7413 -5.4958  0.13
C13 -0.8219 -2.0729 2.0318  -0.17
C14 -2.2923 -2.4401 2.2132  -0.17
O19 -2.3849 -3.8100 1.8289  -0.19
S4 -0.9855 -4.5606 2.2012  0.70
O20 -1.1568 -5.2307 3.4711  -0.28
O21 -0.4970 -5.2295 1.0178  -0.25
O22 -0.0876 -3.2226 2.4492  -0.19
H27 -0.5897 -1.8844 0.9787  0.11
H28 -0.5374 -1.2017 2.6279  0.14
H29 -2.9543 -1.8224 1.6017  0.13
H30 -2.5909 -2.3633 3.2640  0.13
C15 3.7133 -6.2235 4.2172  -0.18
C16 3.6605 -5.6586 5.6342  -0.18
O23 2.3211 -5.2002 5.8035  -0.19
S5 1.3213 -6.1534 4.9363  0.73
O24 0.7610 -7.1468 5.8254  -0.23
O25 0.5117 -5.3123 4.0857  -0.30
O26 2.4599 -6.8757 4.0199  -0.19
H31 3.8006 -5.4221 3.4764  0.13
H32 4.5363 -6.9310 4.0853  0.13
H33 4.3697 -4.8409 5.7833  0.13
H34 3.8462 -6.4411 6.3775  0.13

Cartesian forces (eV/Å) of the 6 atoms listed first:
1.11 -1.03 -0.49
-0.88 2.60 2.10
-0.84 -0.60 -0.84
-1.21 2.33 2.38
0.70 -4.41 -5.53
1.52 1.85 -1.33

Properties
Net charge: -1
LUMO, eV: 1.76
Kohn-Sham gap, eV: 7.055